{
  "formula": "C12H36O6",
  "method": "the ωB97M-V functional and the def2-TZVPD basis",
  "lumo_ev": 0.39,
  "charge": 0,
  "e_tot_ha": -930.09608,
  "e_above_lowest_ev": 3.998,
  "smiles": "CCO.CCO.CCO.CCO.CCO.CCO",
  "homo_lumo_gap_ev": 10.612,
  "spin_multiplicity": 1,
  "symbols": ["C", "C", "O", "H", "H", "H", "H", "H", "H", "C", "C", "O", "H", "H", "H", "H", "H", "H", "C", "C", "O", "H", "H", "H", "H", "H", "H", "C", "C", "O", "H", "H", "H", "H", "H", "H", "C", "C", "O", "H", "H", "H", "H", "H", "H", "C", "C", "O", "H", "H", "H", "H", "H", "H"],
  "positions_angstrom": [[6.467657, 4.228550, 20.307327], [7.546099, 5.334450, 19.920714], [8.462275, 4.606527, 19.079886], [5.918243, 4.438211, 21.225091], [7.078169, 3.334244, 20.432268], [5.811678, 4.142615, 19.441066], [8.037825, 5.877681, 20.727693], [7.108039, 6.201041, 19.425495], [9.341442, 4.974215, 19.195923], [6.631833, -6.221215, 13.463895], [5.781409, -7.320535, 14.024430], [6.600575, -8.493162, 14.184833], [7.301168, -6.022234, 14.300845], [6.111882, -5.287830, 13.248161], [7.304647, -6.567339, 12.679273], [5.021134, -7.584978, 13.289487], [5.361084, -6.955246, 14.961445], [6.445148, -9.034636, 13.407493], [11.677193, -0.506749, 21.585656], [12.159601, -1.913579, 21.508575], [13.051178, -2.002234, 22.640094], [11.159677, -0.381286, 20.634586], [12.479519, 0.221011, 21.707031], [10.994876, -0.216229, 22.384490], [12.797229, -2.131421, 20.651792], [11.391830, -2.684728, 21.571504], [12.943388, -2.931141, 22.857143], [4.919807, -6.006179, 19.965656], [5.885129, -4.839699, 19.531969], [5.799293, -3.649536, 20.330683], [3.917821, -5.580925, 19.908258], [5.002062, -6.278898, 21.017767], [4.991048, -6.875271, 19.311672], [5.738954, -4.629568, 18.472451], [6.862820, -5.308426, 19.643880], [6.378334, -3.016950, 19.899234], [9.119684, -0.708468, 16.108958], [7.706275, -0.139066, 15.943094], [7.237595, 0.395948, 17.171152], [9.823224, 0.082183, 16.369677], [9.541914, -1.104770, 15.185496], [9.160709, -1.407089, 16.944640], [7.037893, -0.889949, 15.521713], [7.745334, 0.754177, 15.319654], [7.764472, 1.191972, 17.272852], [0.808298, -10.523322, 23.198875], [0.558573, -9.319939, 24.056137], [-0.720690, -9.516066, 24.639653], [1.662889, -10.429252, 22.528864], [-0.038084, -10.811738, 22.575522], [0.964698, -11.463859, 23.727093], [0.598369, -8.326189, 23.610077], [1.395596, -9.397381, 24.750032], [-0.615851, -10.024078, 25.447446]],
  "atomic_forces_ev_per_a": [[1.5, 1.5, -0.3], [-0.9, -0.8, 0.1], [0.0, 0.7, 0.2], [-0.1, 0.1, -0.2], [-0.4, -0.1, 0.0], [-0.1, -0.3, 0.2], [0.3, -0.9, 0.6], [-0.4, -0.3, -0.8], [0.0, 0.1, -0.1], [1.1, 0.3, 1.0], [0.1, -0.5, -1.4], [-0.3, 0.3, 0.6], [0.3, 0.5, -0.1], [-0.1, -0.2, -0.3], [-0.4, 0.1, -0.4], [-0.6, 0.1, 0.4], [-0.2, -0.6, 0.1], [0.1, -0.1, 0.1], [-0.9, 0.7, -1.3], [1.4, 0.5, 1.4], [-0.4, -1.3, 0.1], [-0.2, 0.8, -0.1], [0.3, -0.3, -0.5], [-0.2, -0.8, 0.1], [-0.4, 0.3, -0.5], [-0.3, 0.2, 0.0], [0.7, -0.1, 0.7], [-0.5, 2.2, 0.1], [0.1, -1.7, 0.6], [-0.4, -0.9, -0.4], [-0.3, -0.3, -0.3], [0.6, -0.1, -0.1], [0.2, 0.2, 0.0], [-0.2, 0.1, 0.0], [0.5, 0.4, -0.1], [0.0, 0.2, 0.1], [0.1, 0.5, 0.0], [1.1, 0.6, -0.1], [-0.3, -0.5, 0.4], [-0.1, 0.3, 0.2], [-0.3, -0.4, 0.0], [-0.1, -0.3, -0.3], [-0.3, 0.2, 0.3], [0.0, -0.5, -1.0], [-0.2, 0.2, 0.4], [0.1, -0.9, -1.9], [0.3, -1.2, 0.4], [-0.1, 0.6, 0.6], [0.2, 0.2, 0.0], [-0.2, 0.6, -0.2], [0.2, 0.3, 0.8], [-0.2, -0.3, -0.4], [-0.2, 0.7, 0.7], [0.0, 0.0, 0.0]]
}